{
  "formula": "C30H53BrN2O3SbSi2W",
  "method": "wB97M-V/def2-TZVPD",
  "gap_ev": 5.6,
  "homo_energy_ev": -16.4107,
  "e_lumo_ha": -0.398,
  "fmax_ev_per_a": 4.2,
  "charge": 3,
  "de_lowest_kcal_mol": 0.0,
  "symbols": ["W", "C", "Si", "C", "C", "N", "C", "C", "C", "C", "C", "C", "N", "Si", "C", "C", "C", "H", "H", "H", "H", "H", "H", "H", "H", "H", "H", "H", "H", "H", "H", "H", "H", "H", "H", "H", "H", "H", "H", "Br", "C", "C", "C", "C", "C", "C", "C", "O", "O", "H", "H", "H", "H", "C", "C", "C", "Sb", "C", "C", "C", "C", "C", "C", "H", "H", "H", "H", "H", "H", "H", "H", "H", "H", "H", "H", "H", "H", "H", "H", "H", "H", "H", "H", "H", "C", "C", "O", "H", "H", "H", "H", "H", "H"],
  "positions_angstrom": [[0.1338, -0.0469, -0.5480], [1.3222, -2.7817, 0.5345], [-0.5070, -3.1792, 0.0689], [-0.3678, -4.3367, -1.4406], [-1.5225, -3.7860, 1.5536], [-1.0419, -1.5595, -0.4146], [-2.0065, -1.4932, -1.4535], [-2.9499, -2.4736, -1.7362], [-3.8206, -2.3151, -2.8030], [-3.7383, -1.1963, -3.6145], [-2.8373, -0.1876, -3.3185], [-1.9883, -0.3019, -2.2239], [-1.1336, 0.7203, -1.7502], [-1.4047, 2.4030, -2.2684], [-0.7406, 2.8361, -3.9982], [-0.2118, 3.1291, -0.9359], [-3.2217, 2.8962, -2.0212], [1.8399, -3.7152, 0.7390], [1.3973, -2.1897, 1.4470], [1.8958, -2.2946, -0.2725], [0.5948, -4.8406, -1.4651], [-0.5262, -3.8357, -2.3939], [-1.1117, -5.1252, -1.3919], [-0.9091, -4.3602, 2.2408], [-2.3068, -4.4601, 1.2191], [-2.0053, -2.9840, 2.1131], [-3.0065, -3.3536, -1.1161], [-4.5696, -3.0660, -2.9911], [-4.3835, -1.0950, -4.4711], [-2.8044, 0.6970, -3.9296], [0.3196, 2.6389, -4.1511], [-0.8831, 3.9050, -4.1413], [-1.2840, 2.3516, -4.8064], [0.5507, 3.7563, -1.3896], [0.2965, 2.2842, -0.4008], [-0.7198, 3.7478, -0.2020], [-3.8797, 2.0427, -1.8842], [-3.5717, 3.4155, -2.9080], [-3.3806, 3.5786, -1.1918], [8.5397, 0.3054, 0.0334], [6.6743, 0.3283, -0.1619], [6.0878, 0.9097, -1.2988], [4.7237, 0.9434, -1.4386], [3.8984, 0.3907, -0.4330], [4.5002, -0.1846, 0.7111], [5.8610, -0.2221, 0.8409], [2.4782, 0.3984, -0.5067], [1.7394, 0.8413, -1.4650], [1.7466, -0.0611, 0.4760], [6.7222, 1.3412, -2.0565], [4.2731, 1.4023, -2.3067], [3.8653, -0.5966, 1.4837], [6.3138, -0.6752, 1.7088], [-0.5959, -1.7342, 4.3606], [0.1254, -0.4626, 3.9803], [1.6310, -0.6214, 3.9574], [-0.6588, 0.4640, 2.0019], [-2.8947, 0.4128, 2.1976], [-3.4184, 1.0298, 0.9104], [-3.4468, 1.0929, 3.4294], [-0.0893, 2.6064, 2.5855], [-0.2986, 2.9402, 4.0458], [1.3645, 2.8467, 2.1927], [-0.2778, -2.0037, 5.3694], [-0.3359, -2.5670, 3.7078], [-1.6762, -1.5830, 4.3862], [-0.1709, 0.3567, 4.6367], [1.9318, -1.5361, 3.4488], [1.9796, -0.7017, 4.9865], [2.1305, 0.2369, 3.5062], [-3.1289, -0.6562, 2.2342], [-3.1840, 2.0950, 0.8720], [-4.5018, 0.9361, 0.8836], [-3.0085, 0.5187, 0.0275], [-3.3465, 2.1720, 3.3756], [-2.9719, 0.7440, 4.3411], [-4.5076, 0.8611, 3.4948], [-0.7702, 3.2296, 1.9934], [0.4268, 2.4442, 4.6817], [-1.2979, 2.7013, 4.3919], [-0.1603, 4.0144, 4.1645], [2.0384, 2.3803, 2.9092], [1.5648, 3.9159, 2.2197], [1.6227, 2.4854, 1.1885], [2.1483, -0.8660, -4.3855], [0.8114, -0.8084, -3.6757], [0.9024, -1.4065, -2.3276], [2.0541, -0.4174, -5.3702], [2.4741, -1.8944, -4.5314], [2.9028, -0.3150, -3.8266], [0.0377, -1.3476, -4.2341], [0.4897, 0.2305, -3.5130], [1.1650, -2.3400, -2.4865]],
  "atomic_forces_ev_per_a": [[-2.942, -2.618, -1.463], [-0.664, -0.213, -0.030], [1.740, -1.730, 0.964], [-0.473, 0.441, 0.492], [0.125, 0.252, -0.804], [-0.544, 1.243, -0.914], [-0.353, 0.514, -0.536], [0.360, 0.017, 0.160], [0.085, -0.066, 0.194], [0.160, 0.219, -0.024], [0.128, 0.174, 0.001], [-0.506, -0.901, 0.387], [-0.169, -0.841, 0.446], [0.443, 2.625, 0.100], [-0.298, -0.625, 0.541], [-0.646, -0.339, -0.591], [0.579, -0.404, -0.271], [-0.045, -0.295, 0.012], [0.093, 0.023, -0.044], [-0.183, -0.327, 0.347], [0.216, 0.067, 0.147], [-0.013, 0.098, -0.072], [-0.205, -0.151, 0.012], [0.230, -0.057, 0.056], [-0.165, -0.083, -0.099], [0.079, 0.079, -0.059], [-0.078, -0.192, 0.077], [-0.076, -0.139, -0.060], [-0.138, 0.033, -0.079], [-0.027, 0.208, -0.211], [0.077, -0.076, 0.183], [-0.082, 0.216, 0.138], [-0.111, -0.089, -0.065], [0.323, -0.130, 0.003], [-0.156, 0.827, -0.043], [-0.111, -0.094, 0.185], [-0.063, -0.132, 0.075], [0.008, 0.076, -0.254], [0.206, 0.027, 0.206], [-0.593, 0.003, -0.096], [-0.027, 0.033, 0.022], [0.237, 0.022, 0.033], [-0.323, -0.121, 0.103], [-0.061, -0.036, 0.108], [-0.329, 0.073, -0.130], [0.322, -0.036, -0.015], [2.412, 1.068, -0.789], [0.662, 0.129, -0.034], [1.024, 0.252, 1.098], [0.056, 0.033, -0.082], [0.022, 0.043, -0.086], [0.073, -0.046, 0.072], [0.060, -0.001, 0.072], [-0.171, 0.237, -0.134], [0.135, -0.275, -0.775], [-0.033, 0.258, -0.109], [-1.248, 1.639, 2.905], [0.776, -0.241, -0.580], [0.071, -0.300, -0.057], [0.339, -0.046, 0.085], [0.000, -0.458, -0.698], [-0.242, -0.336, -0.001], [-0.044, -0.101, -0.299], [-0.010, -0.006, 0.090], [-0.058, 0.052, 0.017], [-0.006, -0.203, -0.009], [-0.100, 0.128, -0.260], [0.020, 0.003, -0.085], [0.048, -0.015, 0.120], [0.100, -0.079, 0.046], [0.115, 0.048, -0.081], [0.053, 0.018, -0.110], [-0.174, 0.019, -0.072], [-0.246, 0.241, 0.181], [0.026, 0.184, -0.009], [-0.019, -0.037, 0.210], [-0.139, -0.003, 0.047], [0.123, -0.297, -0.086], [0.120, -0.043, 0.149], [-0.142, 0.006, 0.130], [0.045, 0.094, 0.029], [0.055, -0.061, 0.001], [0.068, 0.129, -0.014], [-0.007, 0.190, 0.244], [-0.256, 0.024, 0.274], [0.237, 0.409, -0.392], [0.182, -0.309, -0.686], [-0.035, 0.060, -0.132], [0.071, -0.079, 0.014], [0.052, -0.039, 0.001], [0.068, 0.087, 0.196], [0.172, -0.492, -0.178], [-0.284, 0.540, 0.641]],
  "nbo_charge": [1.87, -1.13, 1.77, -1.13, -1.12, -0.95, 0.10, -0.21, -0.14, -0.15, -0.21, 0.14, -0.92, 1.75, -1.12, -1.03, -1.12, 0.29, 0.24, 0.23, 0.27, 0.24, 0.28, 0.28, 0.27, 0.25, 0.24, 0.26, 0.26, 0.24, 0.26, 0.29, 0.26, 0.28, 0.17, 0.26, 0.26, 0.28, 0.27, 0.24, 0.00, -0.23, -0.11, -0.19, -0.12, -0.24, 0.77, -0.66, -0.66, 0.26, 0.24, 0.23, 0.26, -0.66, -0.29, -0.66, 1.19, -0.42, -0.63, -0.64, -0.39, -0.65, -0.64, 0.26, 0.21, 0.23, 0.24, 0.21, 0.26, 0.21, 0.22, 0.21, 0.25, 0.18, 0.22, 0.22, 0.26, 0.22, 0.21, 0.23, 0.26, 0.22, 0.25, 0.18, -0.64, -0.07, -0.79, 0.26, 0.23, 0.22, 0.21, 0.19, 0.54]
}